Below is the ion C6H7N2O2 with charge +1 at a distorted geometry, with properties calculated with ωB97M-V with the def2-TZVPD basis set.

XYZ file:
```
17
Properties=species:S:1:pos:R:3:forces:R:3
O 2.123 1.450 0.304 -0.868 0.069 5.163
O -2.439 0.640 -1.068 0.707 1.883 -0.320
N 3.224 1.111 1.266 0.927 -0.060 -1.623
N -3.453 -0.204 -1.178 -1.633 0.051 -0.505
C -1.170 -1.248 -0.281 0.571 3.166 -0.780
C -0.005 -1.761 0.298 0.472 -1.152 1.974
C 1.002 0.597 0.154 -2.567 -6.049 0.918
C -0.196 1.067 -0.342 0.040 -2.348 -0.276
C 1.108 -1.057 0.603 -0.801 6.374 -2.092
C -1.305 0.135 -0.597 2.949 -2.659 1.982
H -1.969 -1.854 -0.571 -1.056 -1.019 -0.008
H -4.170 0.468 -1.539 0.300 -0.847 0.241
H -0.352 2.000 -0.788 0.072 1.730 -0.088
H 1.995 -1.332 1.106 0.621 -0.555 0.379
H -0.012 -2.767 0.805 -0.175 0.773 -1.245
H 2.645 1.565 -0.425 2.156 0.411 -3.882
H 2.975 1.190 2.253 -1.714 0.230 0.162
```
Forces are in eV/Å.

As for the charge: +1. The calculation puts the electronic energy at -492.19998 Ha. For the energy above the lowest of the compared OMol25 structures with the same formula, charge and spin, the calculation gives 1032.8 kJ/mol. The spin multiplicity is 1.


Below is an isolated molecule of C6H7N2PS at a distorted geometry, with properties calculated with ωB97M-V with the def2-TZVPD basis set.

XYZ file:
```
17
Properties=species:S:1:pos:R:3:forces:R:3
S -0.944 1.914 0.787 0.297 -0.995 0.243
P -1.368 1.601 -3.263 0.501 -1.192 -0.153
N 0.463 -1.098 -1.107 -0.806 -1.050 -0.867
N -0.146 -0.646 -2.206 0.425 1.366 -1.613
C -0.181 0.815 1.920 -0.398 -1.155 -0.814
C -0.687 0.526 -1.947 -0.537 -0.113 2.544
C -0.637 0.756 -0.436 0.626 -1.938 -4.147
C 0.250 -0.369 1.368 1.797 0.642 0.232
C 0.051 -0.411 -0.053 -0.608 3.112 3.024
C 1.071 -1.432 2.059 -1.797 -1.027 1.276
H 0.946 -1.399 3.189 0.419 0.199 -1.353
H 2.138 -1.543 1.790 -0.633 0.349 -0.043
H 0.498 -2.347 1.771 0.948 0.050 0.268
H -0.278 0.940 2.974 0.190 0.492 0.515
H 0.909 -1.986 -1.231 -0.002 -0.215 0.622
H -0.141 2.282 -3.308 0.001 0.529 -0.177
H -1.942 2.398 -2.307 -0.423 0.945 0.445
```
Forces are in eV/Å.

Its structure (SMILES) is Cc1csc2c(P)n[nH]c12. As for the charge: 0. The calculation puts the electronic energy at -1081.81843 Ha. For the energy above the lowest of the compared OMol25 structures with the same formula, charge and spin, the calculation gives 0.0 kJ/mol. The spin multiplicity is 1.


Below is a cluster of 2 separate species, C6H7N3O in total at a distorted geometry, with properties calculated with ωB97M-V with the def2-TZVPD basis set.

XYZ file:
```
17
Properties=species:S:1:pos:R:3:forces:R:3
O -0.358 -0.626 0.571 -0.979 -0.286 0.035
N 0.512 -0.078 -2.579 0.282 0.359 -0.753
N 0.833 0.862 1.989 -3.587 -3.359 -1.683
N 1.057 1.558 -1.029 1.213 -0.070 0.652
C 0.119 0.175 1.271 3.453 2.192 1.649
C 1.624 -0.484 -2.068 -0.803 3.221 1.408
C 2.027 0.519 -0.995 -0.247 -1.185 -2.195
C 1.601 1.975 2.249 0.743 0.477 4.626
C 3.126 0.362 -0.285 -0.677 2.166 2.849
C 0.286 1.244 -1.991 -0.006 -1.725 0.647
H 3.249 0.936 0.663 0.176 -0.126 -1.197
H -0.555 1.884 -2.205 -0.154 -0.272 -0.615
H 2.241 -1.327 -2.246 -0.170 -0.995 -0.528
H 3.903 -0.318 -0.410 0.716 -1.523 -0.699
H 1.042 2.826 2.681 -0.010 -0.264 -0.735
H 2.300 1.713 3.161 -0.986 0.361 -1.748
H 2.201 2.226 1.450 1.036 1.027 -1.714
```
Forces are in eV/Å.

Its structure (SMILES) is C=C1C=NC=N1.CN=C=O. As for the charge: 0. The calculation puts the electronic energy at -472.25464 Ha. For the energy above the lowest of the compared OMol25 structures with the same formula, charge and spin, the calculation gives 229.0 kJ/mol. The spin multiplicity is 1.


Below is an isolated molecule of C6H7N3O2S at a distorted geometry, with properties calculated with ωB97M-V with the def2-TZVPD basis set.

XYZ file:
```
19
Properties=species:S:1:pos:R:3:forces:R:3
S -2.577 -1.144 -0.346 1.934 0.825 1.690
O -2.319 2.700 -0.563 -1.563 1.282 -0.554
O -3.034 -1.194 1.084 -0.432 0.073 -1.018
N -0.131 2.211 0.157 1.567 1.147 0.438
N -0.106 -0.060 -0.221 0.201 2.167 1.067
N 1.409 -1.987 -0.373 0.698 1.401 0.650
C -1.395 0.196 -0.527 -0.716 6.373 -0.324
C 0.550 1.078 0.236 2.653 -2.412 -0.346
C -1.271 2.008 -0.333 -2.102 -8.930 -0.667
C 0.120 -1.459 -0.218 0.804 -0.418 -0.151
C 2.051 1.038 0.536 -1.091 -3.263 1.099
C -1.059 -2.103 -0.297 0.492 0.762 -0.325
H -1.192 -3.127 -0.260 0.018 -1.905 -0.012
H 2.612 0.571 -0.251 0.138 0.117 -0.958
H 2.483 1.950 0.757 0.459 2.022 0.335
H 2.341 -1.637 -0.023 -2.261 -0.055 -0.294
H 2.337 0.328 1.396 -0.854 1.072 -0.738
H 1.431 -2.960 -0.522 -0.114 -1.041 -0.127
H -2.250 3.591 -0.231 0.168 0.783 0.237
```
Forces are in eV/Å.

As for the charge: 0. The calculation puts the electronic energy at -945.60644 Ha. For the energy above the lowest of the compared OMol25 structures with the same formula, charge and spin, the calculation gives 306.3 kJ/mol. The spin multiplicity is 1.


Below is a cluster of 2 separate species, C6H7N3O3 in total, with properties calculated with ωB97M-V with the def2-TZVPD basis set.

XYZ file:
```
19
Properties=species:S:1:pos:R:3:forces:R:3
O -3.703 -0.056 2.602 0.329 -0.342 -0.330
O -3.278 -1.765 1.223 0.104 0.001 0.183
O 0.342 -2.118 1.950 0.604 -0.087 0.164
N -0.681 0.025 2.134 0.082 0.240 -0.088
N -1.841 0.108 1.258 -0.149 0.099 -0.113
N 0.808 0.870 -0.658 0.074 -0.069 -0.133
C -0.111 -1.060 2.045 -0.683 -0.323 -0.122
C 2.317 0.011 -2.033 0.002 0.044 0.002
C -2.997 -0.559 1.785 -0.363 0.373 0.435
C 1.366 -0.300 -1.101 -0.067 -0.056 0.053
C 1.398 1.927 -1.295 -0.068 -0.008 -0.004
C 2.336 1.427 -2.157 0.026 -0.004 0.006
H 0.085 0.937 0.033 0.108 0.260 0.131
H 2.935 -0.695 -2.562 0.000 -0.007 -0.012
H 1.048 -1.254 -0.712 0.024 -0.011 -0.018
H 2.970 2.011 -2.802 0.008 0.002 -0.004
H -1.628 -0.175 0.306 0.116 -0.277 0.090
H 1.102 2.939 -1.080 -0.001 0.009 -0.008
H -2.468 -2.273 1.065 -0.146 0.156 -0.232
```
Forces are in eV/Å.

Its structure (SMILES) is O=C=NNC(=O)O.c1cc[nH]c1. As for the charge: 0. The calculation puts the electronic energy at -622.75862 Ha. For the energy above the lowest of the compared OMol25 structures with the same formula, charge and spin, the calculation gives 83.8 kJ/mol. The spin multiplicity is 1.


Below is the ion C6H7N4 with charge +1 at a distorted geometry, with properties calculated with ωB97M-V with the def2-TZVPD basis set.

XYZ file:
```
17
Properties=species:S:1:pos:R:3:forces:R:3
N 0.217 1.912 0.020 -4.338 2.844 -0.229
N -1.393 -1.253 0.023 0.774 1.321 1.355
N 1.370 0.029 0.048 -2.632 -6.270 1.445
N 1.345 1.283 -0.047 5.011 2.119 -0.588
C -0.883 1.123 -0.016 2.138 -0.462 0.705
C -2.775 -1.053 0.106 0.229 -0.194 -1.005
C -2.244 1.309 -0.136 -2.149 1.370 -0.331
C -3.211 0.243 -0.073 0.125 0.946 1.257
C -0.718 -0.217 0.160 1.035 -3.562 -1.454
C 2.509 -0.879 -0.091 -1.643 -0.910 1.004
H 2.154 -1.969 0.006 0.380 1.911 -0.050
H -4.303 0.442 0.065 1.182 0.062 -0.664
H 2.251 1.780 -0.059 -1.113 0.281 -0.006
H -2.501 2.353 -0.309 -0.612 -0.251 0.096
H 3.342 -0.699 0.586 -0.137 0.265 0.311
H 2.820 -0.703 -1.069 1.020 -0.050 -1.941
H -3.448 -1.928 0.133 0.730 0.578 0.094
```
Forces are in eV/Å.

As for the charge: +1. The calculation puts the electronic energy at -451.35597 Ha. For the energy above the lowest of the compared OMol25 structures with the same formula, charge and spin, the calculation gives 300.7 kJ/mol. The spin multiplicity is 3.


Below is a structure of composition C6H7NO at a distorted geometry, with properties calculated with ωB97M-V with the def2-TZVPD basis set.

XYZ file:
```
15
Properties=species:S:1:pos:R:3:forces:R:3
O 1.631 -0.022 -0.587 -3.878 0.203 1.258
N 0.563 -0.420 -1.485 1.044 -1.733 -2.590
C -2.003 -0.606 -0.872 -2.012 -1.383 -2.589
C -0.392 0.466 0.259 -0.528 -1.653 1.531
C -0.603 -0.228 -0.943 5.909 1.758 -0.977
C 0.947 0.377 0.568 0.401 1.013 1.368
C -1.882 0.194 0.502 -1.502 2.625 -0.958
C 1.739 0.407 2.001 0.094 -1.422 -2.476
H 2.849 0.917 1.904 -3.140 -1.278 0.465
H -2.766 -0.439 -1.861 2.074 0.304 3.058
H -2.215 -0.378 1.262 -0.398 -2.193 2.895
H 1.012 0.810 2.803 1.576 -0.544 -1.341
H -2.012 -1.762 -0.818 -0.241 1.808 0.576
H -2.509 1.102 0.646 0.365 -0.334 -0.768
H 1.829 -0.793 2.072 0.233 2.828 0.547
```
Forces are in eV/Å.

As for the charge: 0. The calculation puts the electronic energy at -362.61292 Ha. For the energy above the lowest of the compared OMol25 structures with the same formula, charge and spin, the calculation gives 526.6 kJ/mol. The spin multiplicity is 1.


Below is an isolated molecule of C6H7NO at a distorted geometry, with properties calculated with ωB97M-V with the def2-TZVPD basis set.

XYZ file:
```
15
Properties=species:S:1:pos:R:3:forces:R:3
O -2.295 0.768 -0.574 0.824 -2.286 0.681
N -1.034 -0.828 0.494 1.874 1.890 3.823
C -1.824 -0.370 -0.398 -3.512 2.596 -3.736
C 0.447 1.271 0.540 -0.104 0.992 -5.335
C 1.104 -0.646 -0.796 -0.283 -4.073 -0.122
C -0.136 0.109 1.204 0.173 -2.740 -3.823
C 0.330 -1.134 0.360 0.500 -1.725 1.437
C 1.387 0.586 -0.615 -0.298 4.900 -1.356
H 0.568 -2.118 0.756 0.229 0.171 0.307
H 0.920 1.848 1.289 0.715 1.049 0.251
H -2.045 -1.248 -0.964 -1.131 -0.430 -1.884
H 1.427 -1.344 -1.624 -0.381 1.110 1.061
H -0.360 0.091 2.176 -0.080 -0.064 3.765
H -0.258 1.928 -0.279 1.534 -1.559 3.029
H 1.768 1.087 -1.569 -0.060 0.169 1.902
```
Forces are in eV/Å.

Its structure (SMILES) is O=CN1[C@@H]2CC=C[C@@H]21. As for the charge: 0. The calculation puts the electronic energy at -362.68266 Ha. For the energy above the lowest of the compared OMol25 structures with the same formula, charge and spin, the calculation gives 343.5 kJ/mol. The spin multiplicity is 1.


Question: Which value of spin multiplicity does entry 8 give?
Answer: 1


Question: What is the electronic energy in the third record?
Answer: -472.25464 Ha


Question: Look up the spin multiplicity of the second one.
Answer: 1